Entry 1:
# C7H28N14O7

7 unconnected molecules or ions with the total composition C7H28N14O7 in a non-equilibrium geometry (wB97M-V/def2-TZVPD, the OMol25 dataset).

Total charge: 0
E (a.u.): -1577.05522
HOMO-LUMO gap (eV): 9.609
Spin multiplicity: 1

Each line ends with the Mulliken charge.
CARTESIAN COORDINATES (ANGSTROEM)
1 N 9.9201 9.0842 6.4087  -0.36
2 C 8.8668 8.6007 7.1743  0.37
3 N 8.6846 7.2803 7.1801  -0.17
4 O 8.1936 9.3273 7.8470  -0.66
5 H 10.2408 8.7233 5.4927  0.21
6 H 9.8551 10.0883 6.4478  0.24
7 H 9.4289 6.5829 7.0838  0.25
8 H 7.9379 7.1153 7.8327  0.06
9 N 11.4706 8.0384 9.0863  -0.18
10 C 11.4882 6.7157 8.7020  0.56
11 N 11.3442 5.7502 9.6578  -0.47
12 O 11.7890 6.5301 7.5207  -0.74
13 H 11.2536 8.6678 8.3049  -0.08
14 H 10.8570 8.2467 9.8781  0.28
15 H 10.6591 5.9429 10.4034  0.24
16 H 11.2243 4.7758 9.3188  0.31
17 N 5.5991 8.1860 6.5286  -0.35
18 C 5.4341 6.9403 7.0047  0.57
19 N 5.1193 6.0369 6.0638  -0.44
20 O 5.7366 6.5794 8.1449  -0.76
21 H 5.4948 8.5208 5.5768  0.19
22 H 5.9415 8.7701 7.2788  0.25
23 H 4.4451 5.3867 6.4054  0.27
24 H 4.8588 6.4382 5.2344  0.17
25 N 13.5173 8.5707 6.5030  -0.16
26 C 14.4636 9.1287 7.2575  0.36
27 N 14.3440 8.9662 8.6422  -0.17
28 O 15.5182 9.4684 6.8013  -0.68
29 H 13.8567 8.3731 5.5517  0.23
30 H 12.8257 7.9302 6.7928  0.18
31 H 13.5414 8.6382 9.0973  0.11
32 H 14.9972 9.2640 9.3014  0.20
33 N 7.2289 7.4409 10.2485  -0.41
34 C 8.2137 6.7436 10.8296  0.71
35 N 7.8453 5.4281 10.9186  -0.48
36 O 9.2239 7.2574 11.2791  -0.74
37 H 6.5055 6.9951 9.6980  0.37
38 H 7.5053 8.4090 9.9766  0.21
39 H 6.8845 5.1710 10.9074  0.21
40 H 8.2749 5.0119 11.7552  0.29
41 N 13.8205 12.8462 7.1907  -0.56
42 C 12.6250 12.2573 7.5554  0.58
43 N 12.4693 11.9250 8.8484  -0.42
44 O 11.7140 12.2661 6.7860  -0.63
45 H 14.6620 12.3990 7.4185  0.29
46 H 13.7084 13.0801 6.1964  0.25
47 H 13.3295 11.8324 9.3894  0.26
48 H 11.7174 11.1948 8.8590  0.21
49 N 13.5470 8.9474 13.6936  -0.30
50 C 14.8549 8.9712 13.5426  0.48
51 N 15.3747 8.4312 12.2854  -0.47
52 O 15.5502 9.6446 14.2604  -0.60
53 H 12.8804 8.4493 13.1057  0.17
54 H 13.1728 9.1518 14.5919  0.22
55 H 15.0854 7.4637 12.0185  0.25
56 H 16.3879 8.5003 12.3734  0.24



Entry 2:
# C5H7N

3 unconnected molecules or ions with the total composition C5H7N in a non-equilibrium geometry (wB97M-V/def2-TZVPD, the OMol25 dataset).

Total charge: 0
E (a.u.): -249.22414
HOMO-LUMO gap (alpha / beta) (eV): 8.141 / 8.140
Spin multiplicity: 1

Each line ends with the Mulliken charge.
CARTESIAN COORDINATES (ANGSTROEM)
1 C 2.3550 -0.0772 -0.2349  0.50
2 C 1.5078 -0.4153 -1.3019  -0.67
3 C 0.8057 -0.0395 -0.0900  0.24
4 C -0.5315 -0.3198 0.1757  0.02
5 C -1.3226 -0.2608 1.2840  -0.84
6 N 3.3575 -0.4305 0.4649  -0.72
7 H 1.8734 -0.5900 -2.2519  0.47
8 H -0.7768 1.9907 1.1007  -0.19
9 H -1.0725 -0.6205 -0.8246  0.14
10 H -2.4157 -0.5713 1.0454  0.20
11 H -0.9772 -0.2460 2.3016  0.38
12 H -1.2626 2.3693 1.6739  0.21
13 H 3.0039 -0.3062 1.3960  0.26



Entry 3:
# C11H17ClMgS4

A molecular structure, C11H17ClMgS4 (wB97M-V/def2-TZVPD, the OMol25 dataset).

Total charge: -2
E (a.u.): -2682.48173
HOMO-LUMO gap (eV): 5.343
Spin multiplicity: 1

Each line ends with the Mulliken charge.
CARTESIAN COORDINATES (ANGSTROEM)
1 Mg 0.5313 -0.7915 1.0120  0.74
2 C 0.0304 1.4389 0.3562  0.14
3 C 0.4384 1.1810 -0.9805  0.62
4 C -0.5169 0.3263 -1.5735  0.95
5 C -1.5325 0.0609 -0.6293  0.58
6 C -1.2036 0.7336 0.5742  0.27
7 C -2.0842 0.9339 1.7861  -1.39
8 C -2.7553 -0.7688 -0.8851  -1.79
9 C -0.4464 -0.2404 -2.9620  -1.47
10 C 1.6804 1.6833 -1.6586  -1.81
11 C 0.6056 2.4336 1.3379  -1.49
12 H -1.5240 0.8559 2.7210  0.27
13 H -2.8787 0.1848 1.8308  0.35
14 H -2.5628 1.9251 1.7722  0.27
15 H -2.4992 -1.7183 -1.3562  0.32
16 H -3.4652 -0.2464 -1.5429  0.30
17 H -3.2800 -0.9978 0.0445  0.35
18 H 0.0674 -1.2121 -2.9883  0.15
19 H 0.0905 0.4361 -3.6379  0.40
20 H -1.4494 -0.3959 -3.3756  0.38
21 H 2.3324 0.8649 -1.9777  0.28
22 H 2.2642 2.3241 -0.9954  0.37
23 H 1.4404 2.2711 -2.5519  0.35
24 H 0.7284 2.0042 2.3363  0.26
25 H -0.0434 3.3123 1.4457  0.25
26 H 1.5866 2.7885 1.0193  0.41
27 S 4.3816 -2.1914 1.7695  -0.68
28 S 3.6210 -2.3015 3.6685  -0.16
29 S 1.5967 -2.7414 3.6792  -0.22
30 S 0.5256 -0.9553 3.4637  -0.52
31 Cl -0.3340 -3.4253 -0.7432  -0.36
32 C 1.1721 -2.4367 -0.1857  -0.80
33 H 1.6888 -2.1844 -1.1172  0.28
34 H 1.7941 -3.1512 0.3436  0.36



Entry 4:
# C13H26FN3O3PS

3 unconnected molecules or ions with the total composition C13H26FN3O3PS in a non-equilibrium geometry (wB97M-V/def2-TZVPD, the OMol25 dataset).

Total charge: +1
E (a.u.): -1739.96784
HOMO-LUMO gap (eV): 7.983
Spin multiplicity: 1

Each line ends with the Mulliken charge.
CARTESIAN COORDINATES (ANGSTROEM)
1 C -0.6480 -2.2016 4.5555  -0.90
2 P 0.1827 -2.7697 2.9588  0.27
3 O -1.0877 -3.5271 2.0708  -0.46
4 C 0.8261 -1.2881 1.9663  -0.22
5 C -0.0184 0.0628 1.8909  -0.58
6 C -0.0525 0.5195 0.3150  -0.24
7 C -0.0038 -0.9640 -0.3247  -0.30
8 N 1.1216 -1.5369 0.5092  0.46
9 S 1.8554 -3.0370 -0.0084  1.21
10 O 0.9155 -4.1642 -0.1225  -0.47
11 O 2.4449 -2.7277 -1.3467  -0.51
12 F 3.0403 -3.3447 1.1073  -0.19
13 H -0.0249 -2.6361 5.3965  0.35
14 H -1.6749 -2.6785 4.6376  0.30
15 H -0.7497 -1.0866 4.6661  0.33
16 H -1.6830 -2.8511 1.6948  0.31
17 H 1.7954 -0.9531 2.4311  0.28
18 H -1.1059 0.0684 2.1766  0.37
19 H 0.5273 0.9085 2.4081  0.36
20 H 0.9342 1.0300 0.0626  -0.09
21 H -0.8830 1.1945 -0.0163  0.43
22 H 0.0996 -1.0186 -1.4410  0.39
23 H -0.9474 -1.5027 0.0052  0.16
24 H 1.8858 -0.8471 0.3271  -0.34
25 C 4.4639 0.3264 -0.5453  -0.79
26 C 4.4593 0.8171 -1.9899  -0.45
27 C 4.2167 2.3250 -2.1079  -0.48
28 C 2.8866 2.6707 -1.5238  0.31
29 N 1.8545 2.9386 -1.0647  -0.46
30 H 3.4939 0.4905 -0.0614  0.02
31 H 4.6688 -0.7461 -0.5096  0.28
32 H 5.2304 0.8381 0.0417  0.40
33 H 3.6897 0.2742 -2.5463  0.27
34 H 5.4195 0.5745 -2.4505  0.34
35 H 4.2346 2.6286 -3.1564  0.31
36 H 4.9935 2.8836 -1.5806  0.29
37 C -4.7246 2.9836 -1.8109  -1.14
38 C -4.5147 1.5628 -2.3240  -0.38
39 C -5.0683 0.4974 -1.3734  -0.37
40 C -4.3820 0.5873 -0.0488  0.26
41 N -3.8489 0.6570 0.9808  -0.47
42 H -4.1970 3.1538 -0.8694  0.34
43 H -4.3421 3.7078 -2.5323  0.33
44 H -5.7861 3.1902 -1.6523  0.31
45 H -3.4448 1.3969 -2.4830  0.24
46 H -5.0034 1.4594 -3.2959  0.32
47 H -4.9068 -0.4995 -1.7888  0.28
48 H -6.1422 0.6333 -1.2273  0.31



Entry 5:
# C4H16O4

4 unconnected molecules or ions with the total composition C4H16O4 in a non-equilibrium geometry (wB97M-V/def2-TZVPD, the OMol25 dataset).

Total charge: 0
E (a.u.): -462.89381
HOMO-LUMO gap (eV): 10.615
Spin multiplicity: 1

Each line ends with the Mulliken charge.
CARTESIAN COORDINATES (ANGSTROEM)
1 C -1.6209 0.4668 -2.6671  -1.70
2 C -1.3094 1.4935 -1.5973  -0.20
3 C -0.2138 0.9576 -0.5395  -0.67
4 C 0.0323 1.8019 0.5765  -0.44
5 O 1.2802 1.5507 1.1993  -0.57
6 H -0.7746 0.1039 -3.0901  0.53
7 H -2.2399 0.9139 -3.4383  0.36
8 H -2.1181 -0.4526 -2.2751  0.37
9 H -0.6420 2.1892 -2.1126  0.31
10 H -2.1374 1.8748 -1.0573  0.41
11 H -0.5852 0.0069 -0.1181  0.37
12 H 0.6777 0.8267 -1.1285  0.49
13 H -0.5627 1.5837 1.4416  0.18
14 H -0.0153 2.8652 0.1934  0.29
15 H 1.6013 0.6824 1.0128  0.32
16 O -0.4661 -0.9816 2.6596  -0.57
17 H -0.4112 -0.1120 2.9817  0.29
18 H 0.2060 -1.4497 3.0987  0.30
19 O 0.4478 -1.8348 -1.4207  -0.66
20 H 0.9259 -2.0882 -2.1841  0.30
21 H -0.2499 -1.2460 -1.5932  0.29
22 O 1.5837 -2.3299 1.4706  -0.64
23 H 1.2121 -2.3092 0.5006  0.34
24 H 1.0192 -2.9432 1.8634  0.30